No. 1
DFT (the ωB97M-V functional and the def2-TZVPD basis) results for a molecular structure, C3H5NO2.

Geometry as XYZ:
```
11
Properties=species:S:1:pos:R:3:forces:R:3
O 0.419 0.342 1.888 0.26 -0.14 -0.02
O -0.331 -0.010 -1.370 0.09 0.04 -0.17
N -0.226 -2.055 -0.197 -0.17 0.34 -0.06
C 0.273 1.043 -0.582 0.15 0.44 0.06
C -0.283 0.375 0.698 -0.20 0.07 -0.12
C -0.364 -0.811 -0.248 0.09 -0.41 0.12
H -0.128 -2.361 -1.169 -0.07 -0.35 0.16
H -0.064 2.036 -0.875 -0.05 -0.07 0.05
H 1.364 0.952 -0.642 -0.11 0.19 0.04
H -1.280 0.766 0.921 0.11 -0.09 -0.08
H 1.248 -0.136 1.760 -0.11 -0.02 0.02
```
Positions in Å, forces in eV/Å.

- E_LUMO: 0.805 eV
- HOMO energy: -10.399 eV

Löwdin atomic charge list, values in e, 5 entries: number 1, O, carries 0.0193; number 2, O, carries -0.0039; number 3, N, carries 0.1793; number 4, C, carries -0.0832; number 5, C, carries -0.2855

***

No. 2
DFT (the ωB97M-V functional and the def2-TZVPD basis) results for a molecular structure, C3H5NO2.

Geometry as XYZ:
```
11
Properties=species:S:1:pos:R:3:forces:R:3
O -0.966 1.301 1.203 0.18 0.02 0.05
O 0.564 -0.983 -0.938 0.03 -0.07 0.06
N 0.431 -1.178 1.432 -0.01 0.08 -0.41
C 0.132 -0.679 0.314 0.05 0.08 0.27
C 0.815 0.233 -1.585 -0.18 -0.07 -0.05
C -0.701 0.545 0.118 -0.23 -0.23 -0.02
H 1.130 -1.913 1.347 -0.05 0.03 0.02
H -0.300 1.083 1.878 -0.11 0.05 -0.04
H 0.215 1.051 -0.724 0.06 0.05 -0.01
H -1.593 0.396 -0.493 0.16 0.00 0.03
H 0.273 0.144 -2.551 0.09 0.07 0.09
```
Positions in Å, forces in eV/Å.

- E_LUMO (alpha / beta): -0.227 / -0.228 eV
- HOMO energy (alpha / beta): -8.309 / -8.311 eV

Löwdin atomic charge list, values in e, 5 entries: number 1, O, carries 0.0419; number 2, O, carries -0.0801; number 3, N, carries 0.1765; number 4, C, carries -0.4673; number 5, C, carries 0.0575

***

No. 3
DFT (the ωB97M-V functional and the def2-TZVPD basis) results for a molecular structure, C3H5NO2.

Geometry as XYZ:
```
11
Properties=species:S:1:pos:R:3:forces:R:3
O 0.523 -0.388 1.580 -0.16 -0.06 0.32
O -1.775 -0.516 1.471 0.53 -0.02 -0.21
N -0.591 0.789 -1.252 -0.08 0.10 0.17
C -0.697 -0.454 0.967 -0.46 -0.03 0.19
C 1.207 -0.166 0.322 0.25 0.04 -0.36
C -0.118 -0.316 -0.447 0.03 -0.12 0.02
H -0.386 1.668 -0.784 0.01 -0.03 -0.03
H -1.608 0.736 -1.291 0.14 0.00 -0.19
H 1.962 -0.933 0.150 -0.08 0.07 -0.01
H -0.177 -1.247 -1.021 -0.04 0.14 0.17
H 1.664 0.827 0.303 -0.13 -0.08 -0.06
```
Positions in Å, forces in eV/Å.

- E_LUMO: 0.854 eV
- HOMO energy: -9.819 eV

Löwdin atomic charge list, values in e, 5 entries: number 1, O, carries 0.0456; number 2, O, carries 0.1430; number 3, N, carries 0.0553; number 4, C, carries -0.4491; number 5, C, carries -0.0886

***

No. 4
DFT (the ωB97M-V functional and the def2-TZVPD basis) results for C3H5NO2 in the gas phase.

Geometry as XYZ:
```
11
Properties=species:S:1:pos:R:3:forces:R:3
O 0.058 1.191 -0.800 0.02 0.03 -0.08
O 1.022 -0.356 0.542 -0.11 -0.05 0.01
N -0.542 -2.081 0.328 0.21 0.40 -0.07
C -0.169 -0.892 0.148 -0.17 -0.26 -0.08
C 0.975 1.034 0.243 0.15 0.24 0.09
C -0.927 0.197 -0.577 -0.24 -0.11 0.03
H 0.186 -2.591 0.824 -0.07 -0.11 0.09
H -1.763 0.575 0.036 0.23 -0.10 -0.12
H 0.638 1.581 1.139 0.16 -0.09 -0.10
H 1.966 1.354 -0.088 -0.18 0.03 0.10
H -1.305 -0.155 -1.537 -0.01 0.04 0.13
```
Positions in Å, forces in eV/Å.

- E_LUMO: 0.882 eV
- HOMO energy: -10.356 eV

Löwdin atomic charge list, values in e, 5 entries: number 1, O, carries -0.0764; number 2, O, carries 0.0244; number 3, N, carries 0.1613; number 4, C, carries -0.4306; number 5, C, carries -0.1940

***

Results for total energy: -322.499562; -322.373857; -322.530976; -322.525010 (in Eh, following the order of the records).
Results for relative energy (zero: lowest compared OMol25 entry of this formula, charge and spin): 196.3; 526.3; 113.8; 129.5 (in kJ/mol, following the order of the records).